Record 1
Molecular formula: C26H26N7PtS3Se
Method: DFT, ωB97M-V with the def2-TZVPD basis set

The HOMO energy (alpha / beta) is -9.590 / -9.515 eV. The calculation puts the energy relative to the best compared isomer or geometry (same formula, charge and spin) at 154.0 kJ/mol.

ORCA input file:
```
! wB97M-V def2-TZVPD RIJCOSX def2/J DEFGRID3
* xyz 1 1
Pt -0.7626 0.4446 0.0198
N -4.1559 3.0340 -0.0311
C -4.8751 1.9928 -0.5427
C -4.0078 0.9412 -0.6339
N -2.7882 1.3338 -0.2041
C -2.8838 2.6025 0.1520
C -1.7659 3.3363 0.6695
N -0.5675 2.7917 0.7675
C 0.2340 3.6991 1.3645
C -0.4852 4.8304 1.6383
N -1.7511 4.5961 1.1844
H -4.5102 3.9538 0.1709
H -5.9132 2.0770 -0.7945
H -4.1810 -0.0534 -0.9968
H 1.2658 3.4831 1.5484
H -0.2092 5.7544 2.1028
H -2.5139 5.2553 1.2310
N -2.2778 -0.6078 1.5716
S -1.7394 -1.8614 2.3702
C -0.1618 -1.1397 2.8920
C -0.1378 0.2386 3.0583
C 1.0069 0.8405 3.5521
C 2.1101 0.0693 3.8758
C 2.0731 -1.3057 3.7090
C 0.9320 -1.9201 3.2193
C -1.1875 -3.0706 1.1112
C -1.0358 -2.6897 -0.2090
C -0.7007 -3.6380 -1.1607
C -0.5432 -4.9632 -0.7848
C -0.7151 -5.3401 0.5379
C -1.0448 -4.3930 1.4951
H -3.2858 -0.6261 1.4938
H -1.0208 0.8250 2.8460
H 1.0321 1.9083 3.7027
H 3.0021 0.5417 4.2584
H 2.9389 -1.9021 3.9498
H 0.9081 -2.9887 3.0753
H -1.1716 -1.6316 -0.4981
H -0.5579 -3.3457 -2.1888
H -0.2918 -5.7061 -1.5273
H -0.5863 -6.3746 0.8204
H -1.2024 -4.6725 2.5271
Se 1.5837 0.5438 -0.1250
C 2.7735 -0.9291 0.1722
C 2.3551 -2.2290 0.4273
C 3.3145 -3.1760 0.7525
N 4.6085 -2.9129 0.8025
C 5.0117 -1.6861 0.5170
C 4.1407 -0.6555 0.2061
H 1.3096 -2.4908 0.3774
H 3.0276 -4.1942 0.9930
H 6.0839 -1.5299 0.5502
H 4.4985 0.3412 -0.0041
S -1.4630 1.2482 -2.7073
C -0.3578 1.5046 -3.9034
N -0.1987 2.6898 -4.5025
C 0.5800 2.7614 -5.7168
C 1.4085 1.4786 -5.8003
S 0.6933 0.2993 -4.5964
H -0.7818 3.4634 -4.2217
H 1.2222 3.6458 -5.6874
H -0.0950 2.8517 -6.5763
H 2.4464 1.6385 -5.5151
H 1.3670 1.0178 -6.7851
*
```

Record 2
Molecular formula: C11H13BBrMgN
Method: DFT, ωB97M-V with the def2-TZVPD basis set

The HOMO energy is -0.484 eV.

ORCA input file:
```
! wB97M-V def2-TZVPD RIJCOSX def2/J DEFGRID3
* xyz -2 1
C 1.0962 1.2713 0.2604
C 0.5397 2.5040 0.7048
C 0.0832 2.3049 2.0437
H 0.4429 3.4288 0.1212
C 0.2961 0.9427 2.4099
C 0.9219 0.3045 1.3101
H 1.2437 -0.7383 1.2436
H 1.5533 1.1072 -0.7271
H -0.3905 3.0417 2.6841
H 0.0595 0.4534 3.3612
Mg -0.0677 -0.8059 -0.9325
Br -0.8393 0.6229 -2.7473
C 0.6802 -2.6346 -1.7864
C 1.4314 -2.6882 -0.5662
C 2.5066 -1.7581 -0.6684
H 1.3269 -3.4301 0.2295
C 2.3642 -1.0547 -1.8885
C 1.2377 -1.5745 -2.5820
H 0.8860 -1.2123 -3.5500
H -0.1900 -3.2472 -2.0341
H 3.3894 -1.7011 -0.0188
H 3.0583 -0.3202 -2.2956
B -3.9597 1.1563 1.1026
C -2.8255 0.2611 0.5131
N -1.9719 -0.4126 0.0750
H -3.7577 1.4310 2.2546
H -5.0389 0.5590 1.0357
H -4.0758 2.1892 0.4475
*
```

Record 3
Molecular formula: C4H6O2
Method: DFT, ωB97M-V with the def2-TZVPD basis set

The SMILES is O=C[C@H]1C[C@H]1O. The HOMO energy is -9.523 eV. The calculation puts the energy relative to the best compared isomer or geometry (same formula, charge and spin) at 443.2 kJ/mol.

ORCA input file:
```
! wB97M-V def2-TZVPD RIJCOSX def2/J DEFGRID3
* xyz 0 1
C 0.0292 -0.3979 -1.0245
C -0.8152 -0.9538 0.0668
C 0.4603 -0.2730 0.3040
C 0.5151 0.9594 0.9671
H 0.2793 1.6921 -1.6916
H 0.4193 -1.1979 -1.6048
H -0.6643 -2.0551 0.4286
H -1.7297 -0.6150 0.5643
H 1.3088 -0.7761 0.5312
H -0.4511 1.7868 1.1602
O -0.4303 0.7923 -1.7101
O 1.0785 1.0380 2.0089
*
```

Record 4
Molecular formula: C25H26AsO3PS2TeZr
Method: DFT, ωB97M-V with the def2-TZVPD basis set

The HOMO energy is -13.083 eV.

ORCA input file:
```
! wB97M-V def2-TZVPD RIJCOSX def2/J DEFGRID3
* xyz 2 1
Zr 0.9347 0.4033 0.6563
S -1.4862 0.5038 0.8974
C -1.9576 0.5156 2.6170
C -3.2543 0.9172 2.9172
C -3.6978 0.8694 4.2335
C -2.8613 0.4218 5.2492
C -1.5667 0.0331 4.9516
C -1.1144 0.1001 3.6449
As 0.6374 -0.4407 3.1739
C 1.4227 -1.0618 4.7665
C 2.2815 -0.2623 5.5016
C 2.8275 -0.7755 6.6691
C 2.5229 -2.0691 7.0742
C 1.6742 -2.8659 6.3139
C 1.1243 -2.3682 5.1423
C 1.5065 1.3306 2.9479
C 2.7517 1.3485 2.2780
C 3.3865 2.5543 2.0054
C 2.8000 3.7429 2.4086
C 1.5892 3.7306 3.0956
C 0.9258 2.5319 3.3401
H -3.9159 1.2496 2.1251
H -4.7135 1.1713 4.4625
H -3.2179 0.3748 6.2704
H -0.9141 -0.3222 5.7310
H 2.5179 0.7412 5.1905
H 3.4902 -0.1600 7.2663
H 2.9530 -2.4605 7.9904
H 1.4435 -3.8767 6.6318
H 0.4775 -2.9874 4.5482
H 3.2728 0.4226 2.1027
H 4.3591 2.5581 1.5338
H 3.3023 4.6830 2.2123
H 1.1595 4.6643 3.4531
H -0.0137 2.5240 3.8755
Te 1.4064 -2.3537 0.6386
C 1.8338 -3.1456 -1.2356
C 2.9786 -3.7867 -1.6195
C 2.8842 -4.3236 -2.9496
C 1.6748 -4.0737 -3.5252
S 0.6455 -3.2034 -2.4656
H 3.8568 -3.8893 -0.9835
H 3.6813 -4.8776 -3.4413
H 1.3242 -4.3605 -4.5149
C 0.9374 3.4285 -3.9325
O 1.3566 2.8398 -2.6418
P 0.4624 1.8677 -1.8019
O 1.6510 0.6961 -1.3247
C 2.0939 -0.1935 -2.4497
O 0.6934 2.4642 -0.2473
C -0.1991 3.5928 0.0645
H 1.7601 3.2999 -4.6207
H 0.7449 4.4796 -3.7685
H 0.0446 2.9298 -4.3098
H 3.0303 -0.6190 -2.1423
H 2.2279 0.4367 -3.3189
H 1.3595 -0.9590 -2.6098
H 0.3249 4.4981 -0.2131
H -0.4134 3.5672 1.1130
H -1.1253 3.4821 -0.4970
*
```

What is the formula in the fourth record? C25H26AsO3PS2TeZr

What did the first record say?
Molecular formula: C26H26N7PtS3Se
Method: DFT, ωB97M-V with the def2-TZVPD basis set

The HOMO energy (alpha / beta) is -9.590 / -9.515 eV. The calculation puts the energy relative to the best compared isomer or geometry (same formula, charge and spin) at 154.0 kJ/mol.

ORCA input file:
```
! wB97M-V def2-TZVPD RIJCOSX def2/J DEFGRID3
* xyz 1 1
Pt -0.7626 0.4446 0.0198
N -4.1559 3.0340 -0.0311
C -4.8751 1.9928 -0.5427
C -4.0078 0.9412 -0.6339
N -2.7882 1.3338 -0.2041
C -2.8838 2.6025 0.1520
C -1.7659 3.3363 0.6695
N -0.5675 2.7917 0.7675
C 0.2340 3.6991 1.3645
C -0.4852 4.8304 1.6383
N -1.7511 4.5961 1.1844
H -4.5102 3.9538 0.1709
H -5.9132 2.0770 -0.7945
H -4.1810 -0.0534 -0.9968
H 1.2658 3.4831 1.5484
H -0.2092 5.7544 2.1028
H -2.5139 5.2553 1.2310
N -2.2778 -0.6078 1.5716
S -1.7394 -1.8614 2.3702
C -0.1618 -1.1397 2.8920
C -0.1378 0.2386 3.0583
C 1.0069 0.8405 3.5521
C 2.1101 0.0693 3.8758
C 2.0731 -1.3057 3.7090
C 0.9320 -1.9201 3.2193
C -1.1875 -3.0706 1.1112
C -1.0358 -2.6897 -0.2090
C -0.7007 -3.6380 -1.1607
C -0.5432 -4.9632 -0.7848
C -0.7151 -5.3401 0.5379
C -1.0448 -4.3930 1.4951
H -3.2858 -0.6261 1.4938
H -1.0208 0.8250 2.8460
H 1.0321 1.9083 3.7027
H 3.0021 0.5417 4.2584
H 2.9389 -1.9021 3.9498
H 0.9081 -2.9887 3.0753
H -1.1716 -1.6316 -0.4981
H -0.5579 -3.3457 -2.1888
H -0.2918 -5.7061 -1.5273
H -0.5863 -6.3746 0.8204
H -1.2024 -4.6725 2.5271
Se 1.5837 0.5438 -0.1250
C 2.7735 -0.9291 0.1722
C 2.3551 -2.2290 0.4273
C 3.3145 -3.1760 0.7525
N 4.6085 -2.9129 0.8025
C 5.0117 -1.6861 0.5170
C 4.1407 -0.6555 0.2061
H 1.3096 -2.4908 0.3774
H 3.0276 -4.1942 0.9930
H 6.0839 -1.5299 0.5502
H 4.4985 0.3412 -0.0041
S -1.4630 1.2482 -2.7073
C -0.3578 1.5046 -3.9034
N -0.1987 2.6898 -4.5025
C 0.5800 2.7614 -5.7168
C 1.4085 1.4786 -5.8003
S 0.6933 0.2993 -4.5964
H -0.7818 3.4634 -4.2217
H 1.2222 3.6458 -5.6874
H -0.0950 2.8517 -6.5763
H 2.4464 1.6385 -5.5151
H 1.3670 1.0178 -6.7851
*
```